1.
The following is a DFT calculation (ωB97M-V with the def2-TZVPD basis set) of an isolated molecule of C4H8O3.

Structure (ORCA input):
```
! RIJCOSX wB97M-V def2-TZVPD def2/J DEFGRID3
* xyz 0 1
C -0.4427 -1.5669 0.4070
C -0.0587 -0.5246 -0.6228
O -0.7937 -0.7691 -1.7998
C -0.1790 0.9149 -0.0884
O -1.1425 1.1109 0.9037
C 1.2026 1.2515 0.4652
O 1.3552 1.8977 1.4728
H -0.1876 -2.5550 0.0162
H 0.1098 -1.3986 1.3373
H -1.5113 -1.5309 0.6307
H 1.0254 -0.6589 -0.8332
H -0.6607 -0.0301 -2.4063
H -0.3787 1.5909 -0.9463
H -0.7148 1.6744 1.5728
H 2.0415 0.7665 -0.0862
*
```

Calculated values
energy above the lowest of the compared OMol25 structures with the same formula, charge and spin: 162.4 kJ/mol
gap between HOMO and LUMO: 10.95 eV
HOMO level: -10.4 eV
SMILES: C[C@@H](O)[C@@H](O)C=O
calculated total energy: -382.9029 hartree
F_max: 0.598 eV/Å
LUMO: 0.6 eV

***

2.
The following is a DFT calculation (ωB97M-V with the def2-TZVPD basis set) of a 2-piece molecular cluster, C4H8O3 overall.

Structure (ORCA input):
```
! RIJCOSX wB97M-V def2-TZVPD def2/J DEFGRID3
* xyz 0 1
C -2.6196 -0.0200 -0.5859
O -1.8006 0.0609 0.5795
C -0.4782 -0.0286 0.3581
O -0.0100 -0.1658 -0.7516
C 0.3052 0.0288 1.6395
C 2.6300 0.4691 -0.6804
O 3.2007 -0.4070 -1.4767
H -2.4964 -0.9892 -1.0767
H -3.6440 0.0999 -0.2332
H -2.3616 0.7720 -1.2939
H -0.1265 0.7616 2.3261
H 0.2550 -0.9544 2.1211
H 2.1485 1.1677 -1.4002
H 1.3438 0.2667 1.3977
H 3.6537 -1.0618 -0.9234
*
```

Calculated values
energy above the lowest of the compared OMol25 structures with the same formula, charge and spin: 358.0 kJ/mol
gap between HOMO and LUMO: 9.45 eV
HOMO level: -8.5 eV
calculated total energy: -382.8285 hartree
F_max: 0.468 eV/Å
LUMO: 0.9 eV

***

3.
The following is a DFT calculation (ωB97M-V with the def2-TZVPD basis set) of C4H8O3 as an isolated structure in a non-equilibrium geometry.

Structure (ORCA input):
```
! RIJCOSX wB97M-V def2-TZVPD def2/J DEFGRID3
* xyz 0 1
C -2.3034 0.6152 -1.5075
C 0.1474 0.8642 0.5437
O 0.9209 1.1734 1.5218
C 0.2995 -0.2655 -0.2326
O 1.4130 -1.4533 0.2038
C 2.3612 -1.4704 1.0682
O 2.6249 -0.5667 1.8905
H -2.6078 0.1844 -0.5469
H -2.7303 0.0295 -2.3222
H -2.6364 1.6529 -1.5638
H -0.6319 1.6263 0.2783
H 1.7959 0.3102 1.7411
H -1.2201 0.5995 -1.6236
H -0.4605 -0.9433 -0.5672
H 3.0274 -2.3562 1.1164
*
```

Calculated values
energy above the lowest of the compared OMol25 structures with the same formula, charge and spin: 338.4 kJ/mol
gap between HOMO and LUMO: 9.67 eV
HOMO level: -8.9 eV
calculated total energy: -382.8359 hartree
F_max: 1.848 eV/Å
LUMO: 0.8 eV

***

4.
The following is a DFT calculation (ωB97M-V with the def2-TZVPD basis set) of an isolated molecule of C4H8O3.

Structure (ORCA input):
```
! RIJCOSX wB97M-V def2-TZVPD def2/J DEFGRID3
* xyz 0 1
C 2.2784 -0.1071 0.2212
O 1.0268 0.0901 -0.4104
C -0.0362 -0.4944 0.2854
O 0.0271 -1.8675 0.4145
C -1.3215 -0.1612 -0.4660
C -1.6601 1.2722 -0.7036
O -2.0269 -1.0877 -0.8008
H 2.2774 0.3030 1.2412
H 3.0162 0.4272 -0.3789
H 2.5425 -1.1689 0.2646
H -0.1572 -0.0060 1.2664
H -0.7429 -2.1675 -0.1155
H -1.4778 1.9020 0.1634
H -2.6907 1.4083 -1.0102
H -1.0186 1.6581 -1.4899
*
```

Calculated values
energy above the lowest of the compared OMol25 structures with the same formula, charge and spin: 136.1 kJ/mol
gap between HOMO and LUMO: 11.24 eV
HOMO level: -10.4 eV
SMILES: CO[C@H](O)C(C)=O
calculated total energy: -382.9130 hartree
F_max: 0.479 eV/Å
LUMO: 0.8 eV

***

5.
The following is a DFT calculation (ωB97M-V with the def2-TZVPD basis set) of an isolated molecule of C4H8O3.

Structure (ORCA input):
```
! RIJCOSX wB97M-V def2-TZVPD def2/J DEFGRID3
* xyz 0 1
C 0.1588 1.6311 -0.3332
C -0.4055 0.5864 0.6276
O -1.8068 0.7242 0.7036
C -0.0318 -0.8921 0.3275
O -1.0273 -1.5052 -0.4451
C 1.3143 -1.0718 -0.3408
O 1.4489 -1.8249 -1.2788
H -0.0860 2.6246 0.0556
H 1.2516 1.5710 -0.4080
H -0.2768 1.5377 -1.3320
H 0.0070 0.8015 1.6238
H -2.2059 -0.1186 0.4469
H 0.0570 -1.4084 1.3011
H -0.5722 -2.1302 -1.0359
H 2.1747 -0.5252 0.0878
*
```

Calculated values
energy above the lowest of the compared OMol25 structures with the same formula, charge and spin: 149.7 kJ/mol
gap between HOMO and LUMO: 10.97 eV
HOMO level: -10.3 eV
SMILES: C[C@@H](O)[C@@H](O)C=O
calculated total energy: -382.9078 hartree
F_max: 0.559 eV/Å
LUMO: 0.7 eV